A molecular structure, C29H38As2Cl2F4N4O4Ti. Source: the Open Molecules 2025 dataset; level of theory: ωB97M-V/def2-TZVPD.

```
84
Properties=species:S:1:pos:R:3:mulliken_charge:R:1
Ti -0.13 0.04 -0.19 -0.11
C -3.11 0.81 -1.55 -0.94
C -2.55 2.05 -0.88 -0.96
N -1.07 2.13 -0.64 1.25
C -0.95 3.27 0.33 -0.31
C 0.41 3.94 0.44 -1.82
C -0.33 2.47 -1.88 -0.82
C -0.30 1.32 -2.87 -1.52
N -0.04 0.06 -2.16 1.58
C -0.03 -1.12 -2.92 -0.44
C 0.89 -2.12 -2.64 -0.11
F 1.81 -1.90 -1.68 -0.20
C 0.90 -3.35 -3.27 0.32
F 1.82 -4.24 -2.91 -0.34
C -0.02 -3.65 -4.25 -0.62
C -0.94 -2.67 -4.56 0.51
F -1.88 -2.89 -5.48 -0.36
C -0.95 -1.44 -3.92 0.02
F -1.94 -0.59 -4.26 -0.42
H -4.18 0.76 -1.32 0.58
H -2.67 -0.11 -1.19 -0.27
H -3.02 0.83 -2.63 0.34
H -3.00 2.15 0.10 0.52
H -2.84 2.95 -1.45 0.35
H -1.69 4.03 0.05 0.49
H -1.26 2.87 1.30 -0.04
H 1.22 3.23 0.59 0.42
H 0.40 4.59 1.31 0.43
H 0.64 4.55 -0.43 0.41
H 0.70 2.70 -1.59 0.22
H -0.75 3.36 -2.36 0.39
H 0.50 1.52 -3.60 0.52
H -1.23 1.27 -3.43 0.47
H -0.02 -4.60 -4.75 0.54
C 1.24 -0.52 3.66 -1.20
As 0.58 1.08 2.77 1.62
C -0.28 1.91 4.29 -1.39
C 2.26 2.06 2.63 0.28
C 2.70 2.92 3.63 -0.95
C 3.91 3.59 3.49 -0.78
C 4.69 3.39 2.37 -0.85
C 4.25 2.54 1.36 -1.07
C 3.03 1.88 1.48 -0.40
As 2.44 0.72 0.04 1.98
C 3.56 -0.83 0.32 -1.36
C 3.27 1.53 -1.51 -1.63
H 1.75 -0.22 4.57 0.51
H 1.92 -1.07 3.01 0.20
H 0.40 -1.18 3.90 0.42
H 0.37 1.86 5.16 0.51
H -1.19 1.34 4.50 0.36
H -0.56 2.94 4.08 0.37
H 2.11 3.08 4.52 0.38
H 4.25 4.26 4.27 0.43
H 5.64 3.90 2.26 0.43
H 4.87 2.40 0.49 0.39
H 4.50 -0.50 0.77 0.52
H 3.76 -1.30 -0.64 0.43
H 3.06 -1.55 0.97 0.24
H 3.08 2.60 -1.52 0.41
H 2.84 1.07 -2.40 0.37
H 4.34 1.35 -1.49 0.64
C -3.70 -2.54 -2.01 -1.24
C -2.60 -3.04 -1.15 -0.11
N -1.61 -2.33 -0.63 0.70
C -0.88 -3.21 0.13 -0.90
C -1.40 -4.47 0.04 0.13
N -2.49 -4.33 -0.77 -0.04
C -1.07 -5.82 0.58 0.58
O 0.01 -5.93 1.33 -0.54
O -1.81 -6.73 0.32 -0.60
C 0.25 -2.73 0.93 0.43
O 0.97 -3.45 1.60 -0.83
O 0.40 -1.42 0.88 0.71
H -4.40 -1.94 -1.43 0.22
H -4.25 -3.37 -2.46 0.46
H -3.31 -1.92 -2.81 0.14
H -3.08 -5.11 -1.01 0.27
H 0.47 -5.06 1.43 0.42
Cl -3.49 2.01 2.98 -0.12
C -3.87 0.34 2.60 -0.62
Cl -2.56 -0.52 1.73 0.15
H -4.74 0.32 1.95 0.41
H -4.04 -0.21 3.52 0.44
```

Summary:
net charge = +1
Kohn-Sham gap (spin up / spin down) = 8.5 / 8.8 eV
spin multiplicity = 2
molecular weight = 851.3 g mol⁻¹
HOMO level (spin up / spin down) = -11.097 / -11.177 eV
LUMO (spin up / spin down) = -2.6 / -2.3 eV
total energy = -225545.135 eV
⟨S²⟩ = 0.75